# C7H13ClN

An isolated ion of composition C7H13ClN and charge +1 in a non-equilibrium geometry (ωB97M-V with the def2-TZVPD basis set, the OMol25 dataset).

ΔE to the lowest compared entry with this formula, charge and spin	401.2	kJ/mol
max |F|	5.40	eV/A
SMILES	C[N@H+]1[C@H](/C=C/Cl)C1(C)C
highest occupied orbital energy	-13.074	eV
DFT total energy	-789.07594	hartree
net charge	+1

Atoms and positions in Å:
C: -1.48363 0.60519 -1.81820
N: -0.25688 0.19550 -1.10396
C: 0.32572 0.93808 -0.03832
C: 1.76435 0.66380 0.02957
C: 2.32949 0.84505 1.16428
Cl: 3.99761 0.52944 0.98094
C: -0.30017 -0.54515 0.25998
C: 0.48605 -1.77267 0.68781
C: -1.71640 -0.38278 0.75235
H: -2.24734 -0.14066 -1.72694
H: -1.93269 1.53532 -1.49365
H: -1.06239 0.78493 -2.84075
H: 0.47729 0.08116 -1.65536
H: -0.24578 1.96100 0.16735
H: 2.11004 0.28126 -0.92966
H: 1.98308 1.33415 2.03055
H: 0.25429 -1.65000 1.74067
H: 1.57749 -1.77671 0.57290
H: 0.14449 -2.71570 0.44084
H: -2.02860 0.65431 0.81625
H: -1.73473 -0.61384 1.80557
H: -2.44129 -0.81166 0.15779